The following is a quantum chemistry calculation of a molecular structure, C20H55BrGaN8O2P2S in a non-equilibrium geometry, from the OMol25 dataset.

Summary:
E	-189476.2442	eV
net charge	-1

Each line ends with the Mulliken charge.
Geometry (Å):
C1 3.096 1.137 -3.272  -0.805
C2 4.220 1.302 -2.159  -0.552
S1 3.446 0.862 -0.541  -0.259
C3 4.355 -0.619 0.098  -0.640
Ga1 5.322 -0.098 1.885  0.065
N1 4.120 -0.611 3.326  -0.605
C4 7.072 -1.212 1.884  -0.649
C5 7.840 -1.222 3.221  -0.128
N2 9.005 -0.665 3.286  -0.740
C6 5.607 1.940 1.981  -0.233
Br1 7.195 2.432 3.116  -0.293
C7 4.345 2.779 2.381  -0.281
C8 4.077 2.835 3.935  -1.158
H1 2.269 1.834 -3.007  0.220
H2 2.682 0.111 -3.117  0.105
H3 3.487 1.283 -4.302  0.404
H4 4.592 2.343 -2.077  0.313
H5 5.015 0.565 -2.406  0.322
H6 5.124 -0.883 -0.675  0.247
H7 3.648 -1.459 0.279  0.346
H8 3.382 0.102 3.314  0.182
H9 3.648 -1.455 2.989  0.234
H10 7.689 -0.853 1.022  0.239
H11 6.757 -2.255 1.611  0.287
H12 7.478 -1.704 4.147  0.351
H13 9.226 -0.285 2.360  0.268
H14 5.901 2.276 0.952  0.402
H15 3.403 2.444 1.901  0.090
H16 4.523 3.826 2.012  0.333
H17 4.711 3.594 4.436  0.359
H18 4.121 1.829 4.404  0.284
H19 3.013 3.181 4.050  0.304
O1 -0.477 -2.410 -0.792  -0.908
P1 -1.578 -2.756 -1.805  1.187
N3 -1.052 -4.366 -2.072  0.205
C9 -0.937 -5.101 -3.311  -1.297
C10 -0.935 -5.252 -0.924  -1.134
N4 -0.977 -1.687 -3.035  0.283
C11 -0.018 -2.138 -4.024  -1.125
C12 -0.582 -0.358 -2.555  -1.042
N5 -2.991 -3.036 -2.818  0.080
C13 -3.961 -4.055 -2.432  -1.184
C14 -3.594 -1.976 -3.626  -0.960
H20 -1.458 -6.067 -3.255  0.422
H21 0.116 -5.297 -3.539  0.324
H22 -1.375 -4.586 -4.164  0.372
H23 -1.904 -5.707 -0.673  0.297
H24 -0.581 -4.724 -0.038  0.298
H25 -0.222 -6.059 -1.111  0.400
H26 0.848 -2.633 -3.566  0.266
H27 0.355 -1.301 -4.617  0.379
H28 -0.489 -2.804 -4.750  0.288
H29 0.419 -0.357 -2.111  0.429
H30 -1.284 0.007 -1.800  0.174
H31 -0.595 0.368 -3.374  0.321
H32 -4.061 -4.791 -3.236  0.303
H33 -4.950 -3.637 -2.224  0.437
H34 -3.659 -4.585 -1.529  0.292
H35 -3.155 -1.974 -4.627  0.249
H36 -3.456 -0.992 -3.179  0.245
H37 -4.672 -2.111 -3.755  0.430
O2 -2.767 1.526 -0.447  -0.724
P2 -3.679 2.314 0.505  1.132
N6 -2.451 2.720 1.624  0.120
C15 -2.484 2.707 3.071  -1.289
C16 -1.274 3.427 1.132  -1.131
N7 -4.561 0.912 1.012  0.103
C17 -4.140 0.129 2.159  -1.056
C18 -4.935 0.023 -0.088  -1.240
N8 -4.841 3.316 1.369  -0.018
C19 -4.598 4.750 1.492  -1.132
C20 -6.267 2.991 1.428  -0.984
H38 -2.154 3.667 3.488  0.405
H39 -1.822 1.926 3.456  0.331
H40 -3.478 2.540 3.481  0.401
H41 -1.456 4.509 1.078  0.264
H42 -0.985 3.091 0.136  0.281
H43 -0.409 3.262 1.778  0.441
H44 -3.080 -0.146 2.107  0.299
H45 -4.718 -0.796 2.235  0.394
H46 -4.344 0.660 3.089  0.250
H47 -4.110 -0.630 -0.395  0.307
H48 -5.253 0.597 -0.962  0.369
H49 -5.783 -0.606 0.203  0.451
H50 -4.570 5.027 2.550  0.299
H51 -5.367 5.351 1.000  0.456
H52 -3.649 5.043 1.044  0.277
H53 -6.473 2.382 2.312  0.254
H54 -6.600 2.452 0.543  0.287
H55 -6.896 3.882 1.505  0.413